Record 1
Below is a cluster of 13 separate species, C14H53ClO16S in total, with properties calculated with wB97M-V/def2-TZVPD.

Geometry as XYZ:
```
85
Properties=species:S:1:pos:R:3:forces:R:3:lowdin_charge:R:1
C 1.420 7.053 3.462 0.36 0.03 0.17 -0.073
O 1.423 5.856 2.695 -0.29 0.05 0.06 -0.134
C 0.407 5.750 1.758 -0.08 0.27 0.15 -0.287
O 0.951 5.409 0.471 0.05 -0.75 0.24 -0.347
S 1.359 3.849 0.241 -0.04 0.31 -0.46 0.892
O 1.145 3.114 1.464 0.14 -0.06 -0.18 -0.380
O 3.060 3.975 0.196 -0.35 0.43 0.28 -0.825
Cl 3.583 5.261 -0.766 0.06 -0.27 0.00 0.638
H 2.248 7.692 3.146 -0.12 0.09 -0.09 0.092
H 0.474 7.591 3.392 -0.01 0.01 -0.12 0.079
H 1.587 6.799 4.509 -0.04 -0.11 -0.05 0.090
H -0.335 5.008 2.062 0.21 -0.19 -0.10 0.125
H -0.117 6.689 1.591 0.13 0.07 -0.03 0.118
C 1.836 -0.275 -1.124 -0.12 0.20 0.08 -0.104
O 1.767 -0.295 0.308 0.20 0.20 -0.02 -0.155
H 1.779 -1.303 -1.471 -0.01 -0.02 0.03 0.078
H 0.997 0.290 -1.536 0.02 -0.02 -0.07 0.076
H 2.777 0.167 -1.457 -0.01 -0.02 -0.05 0.088
H 1.821 0.621 0.611 -0.02 -0.05 0.13 0.075
C -1.899 -0.366 0.754 0.11 -0.06 -0.06 -0.141
O -0.888 -1.359 0.650 -0.02 0.09 0.06 -0.137
H -2.853 -0.838 0.528 -0.01 -0.01 -0.01 0.078
H -1.942 0.047 1.767 -0.05 0.02 0.00 0.078
H -1.733 0.448 0.041 -0.05 0.02 0.02 0.064
H -0.042 -0.931 0.849 0.05 -0.19 -0.16 0.044
C -1.979 1.166 -3.018 -0.09 0.08 0.10 -0.152
O -1.421 2.148 -2.143 0.10 -0.02 -0.01 -0.146
H -1.286 0.327 -3.056 0.05 0.03 0.03 0.072
H -2.944 0.823 -2.645 -0.02 -0.05 -0.10 0.058
H -2.101 1.570 -4.026 -0.01 -0.07 -0.03 0.079
H -2.037 2.885 -2.112 -0.01 -0.02 0.04 0.072
C -6.114 1.177 -3.670 0.07 0.07 0.33 -0.151
O -5.337 1.272 -2.482 -0.11 -0.06 -0.10 -0.144
H -5.515 0.687 -4.430 0.02 0.00 -0.03 0.055
H -7.020 0.587 -3.499 -0.02 0.00 -0.09 0.077
H -6.395 2.170 -4.036 -0.04 -0.03 -0.08 0.081
H -5.868 1.712 -1.806 0.15 0.11 0.09 0.033
C 3.881 -1.915 2.787 -0.09 0.09 -0.15 -0.128
O 4.464 -1.787 1.490 0.07 -0.11 -0.02 -0.134
H 4.569 -2.475 3.413 0.01 -0.02 -0.06 0.062
H 3.710 -0.930 3.230 -0.02 -0.03 0.04 0.080
H 2.935 -2.459 2.731 -0.01 0.00 0.12 0.076
H 3.835 -1.294 0.950 -0.03 -0.01 0.01 0.044
C 1.926 -3.638 0.397 -0.38 -0.08 -0.02 -0.156
O 0.768 -3.907 1.175 0.09 -0.14 -0.08 -0.112
H 2.784 -4.077 0.902 -0.03 -0.02 0.05 0.066
H 1.835 -4.079 -0.602 0.14 0.02 -0.02 0.088
H 2.080 -2.563 0.316 0.15 -0.04 -0.05 0.038
H 0.018 -3.494 0.729 -0.03 0.15 0.19 0.053
C -4.968 -0.991 -7.134 -0.14 0.05 0.03 -0.156
O -5.831 0.096 -6.815 0.04 -0.09 -0.07 -0.136
H -3.950 -0.609 -7.125 0.00 0.02 0.00 0.077
H -5.049 -1.793 -6.395 0.05 -0.03 -0.02 0.077
H -5.184 -1.393 -8.127 0.05 -0.03 0.00 0.074
H -6.734 -0.234 -6.823 0.00 0.05 0.00 0.076
C 5.288 -5.461 -0.424 -0.04 0.29 0.17 -0.151
O 5.874 -4.592 0.542 -0.16 -0.20 0.02 -0.132
H 5.954 -6.309 -0.564 0.04 0.01 0.02 0.079
H 4.315 -5.824 -0.082 -0.03 -0.07 -0.14 0.060
H 5.163 -4.949 -1.381 -0.05 -0.10 -0.06 0.083
H 5.279 -3.839 0.664 0.12 0.18 0.10 0.047
C 3.376 -8.775 -0.611 -0.17 0.01 -0.23 -0.158
O 3.184 -8.041 -1.819 0.08 -0.04 0.14 -0.130
H 4.159 -8.281 -0.043 0.02 0.02 -0.02 0.061
H 2.460 -8.786 -0.015 0.06 -0.04 0.09 0.079
H 3.685 -9.801 -0.826 0.03 -0.02 0.10 0.076
H 2.483 -8.479 -2.310 0.01 0.08 -0.05 0.070
C 6.263 -4.736 3.877 -0.02 -0.05 -0.24 -0.170
O 4.933 -5.087 3.524 -0.02 -0.08 0.16 -0.135
H 6.250 -4.274 4.862 -0.12 -0.03 0.02 0.076
H 6.902 -5.622 3.913 0.10 0.06 0.04 0.076
H 6.678 -4.024 3.158 0.10 -0.02 0.03 0.071
H 4.973 -5.482 2.646 0.04 0.16 -0.07 0.054
C -7.464 3.571 0.113 0.10 -0.06 0.06 -0.138
O -6.210 3.000 -0.253 -0.13 0.03 0.00 -0.131
H -8.028 3.731 -0.802 0.02 0.00 -0.02 0.081
H -8.029 2.901 0.764 -0.04 0.03 -0.01 0.080
H -7.326 4.532 0.613 -0.04 0.01 -0.01 0.077
H -5.700 2.852 0.549 0.05 -0.05 -0.06 0.087
C -2.690 6.997 3.952 -0.04 0.05 -0.14 -0.146
O -2.342 7.071 2.571 -0.04 0.02 0.10 -0.135
H -1.910 6.428 4.453 0.01 -0.01 -0.02 0.077
H -2.745 7.991 4.401 0.00 -0.02 0.05 0.079
H -3.644 6.483 4.093 0.01 -0.01 0.06 0.077
H -3.027 7.571 2.118 0.04 -0.01 -0.03 0.080
```
Positions in Å, forces in eV/Å.

Summary:
- highest occupied orbital energy (Eh) = -0.3494
- charge = 0
- LUMO energy (eV) = -0.1
- HOMO-LUMO gap (eV) = 9.45


Record 2
Below is a structure of composition C20H45DyN2O2P2 at a distorted geometry, with properties calculated with wB97M-V/def2-TZVPD.

Geometry as XYZ:
```
72
Properties=species:S:1:pos:R:3:forces:R:3:lowdin_charge:R:1
Dy 0.524 0.045 1.233 -0.96 -2.26 -1.95 1.561
P -0.087 -0.450 -2.788 0.50 -0.57 -0.44 1.083
P -1.474 -0.643 3.119 0.30 0.42 0.43 0.965
N -1.328 1.015 0.782 0.09 0.16 -0.47 -0.372
C -0.728 0.873 -1.687 0.04 0.12 0.07 -0.252
H 0.147 1.422 -1.284 -0.34 -0.34 -0.23 0.073
H -1.244 1.591 -2.344 0.41 -0.21 -0.02 0.096
C -1.722 0.520 -0.550 -0.67 -0.32 0.26 -0.315
H -2.704 0.950 -0.822 0.42 -0.23 0.10 0.119
H -1.885 -0.578 -0.497 0.02 0.21 -0.29 0.109
C -2.444 1.538 1.602 0.23 0.12 -0.59 -0.279
H -3.401 1.367 1.075 0.37 -0.03 0.24 0.114
H -2.351 2.634 1.704 -0.06 -0.35 -0.01 0.114
C -2.494 0.901 3.005 -0.04 0.01 0.04 -0.292
H -3.531 0.622 3.243 0.31 0.20 0.13 0.089
H -2.147 1.617 3.764 -0.17 -0.24 -0.11 0.090
C -0.330 -0.222 4.536 -0.67 -0.21 0.23 -0.559
C 0.771 0.748 4.057 -0.16 -0.06 0.24 -0.159
H 0.396 1.604 3.464 0.02 -0.19 0.09 0.071
H 1.587 0.221 3.506 -0.22 0.12 0.29 0.057
H 1.258 1.186 4.937 0.07 -0.05 -0.29 0.109
C -2.677 -1.887 3.690 -0.12 -0.46 -0.05 -0.561
C -2.132 -3.305 3.467 -0.13 -0.15 0.04 -0.113
H -2.924 -4.032 3.686 0.22 0.10 -0.01 0.092
H -1.275 -3.529 4.116 -0.25 0.05 -0.14 0.070
H -1.822 -3.452 2.425 -0.04 0.02 0.22 0.073
C -1.384 -1.131 -3.859 -0.49 0.05 0.10 -0.481
C -0.815 -2.069 -4.933 0.03 -0.16 -0.14 -0.079
H -1.655 -2.509 -5.490 0.24 0.10 0.18 0.100
H -0.241 -2.901 -4.501 -0.09 0.22 -0.14 0.085
H -0.186 -1.539 -5.661 -0.23 -0.13 0.24 0.076
C 1.237 0.390 -3.727 0.10 0.17 0.11 -0.482
C 2.261 -0.571 -4.340 0.24 -0.02 -0.12 -0.090
H 3.044 0.027 -4.828 -0.20 -0.16 0.06 0.095
H 1.817 -1.225 -5.103 0.18 0.20 0.24 0.077
H 2.746 -1.195 -3.580 -0.12 0.19 -0.26 0.071
C 0.712 -1.849 -1.913 -0.60 -1.22 -0.14 -0.444
C -3.191 -1.655 5.115 -0.18 -0.04 0.03 -0.091
H -3.638 -0.660 5.236 0.12 -0.21 0.00 0.081
H -3.975 -2.397 5.319 0.19 0.20 0.04 0.096
H -2.406 -1.780 5.870 -0.26 0.02 -0.20 0.068
C -2.318 -0.072 -4.458 -0.09 0.06 -0.12 -0.083
H -3.123 -0.593 -4.992 0.14 0.18 0.11 0.098
H -2.782 0.555 -3.686 0.08 -0.13 -0.21 0.076
H -1.802 0.574 -5.179 -0.21 -0.19 0.21 0.072
C 0.706 1.396 -4.755 0.10 0.30 -0.18 -0.089
H 1.548 2.016 -5.095 -0.24 -0.15 0.03 0.095
H 0.289 0.903 -5.644 0.13 0.10 0.31 0.083
H -0.048 2.078 -4.338 0.16 -0.20 -0.14 0.079
C 0.286 -1.465 5.194 0.27 0.10 0.14 -0.100
H 0.711 -2.163 4.457 -0.08 0.17 0.10 0.083
H 1.105 -1.151 5.857 -0.16 -0.13 -0.12 0.093
H -0.429 -2.022 5.813 0.21 0.19 -0.29 0.071
H -0.989 0.289 5.256 0.49 0.01 0.01 0.117
H 1.754 0.961 -2.935 -0.08 -0.11 -0.13 0.110
H -3.524 -1.740 2.995 0.25 -0.04 0.15 0.117
H -1.978 -1.743 -3.156 0.15 0.14 -0.15 0.128
O 0.969 -1.438 -0.602 0.37 0.67 0.35 -0.459
H 0.206 -2.824 -2.030 -2.22 0.51 1.18 0.094
H 1.359 -2.480 -2.646 1.50 2.36 1.09 0.120
C 4.489 1.148 -0.131 0.13 -0.20 -0.07 0.017
N 3.837 2.456 -0.014 -1.18 -0.10 0.31 -0.142
C 4.549 3.653 -0.450 0.12 0.71 -0.21 -0.002
C 2.599 2.551 0.424 0.66 -0.71 -0.04 -0.198
O 1.935 1.525 0.789 1.33 1.61 -0.32 -0.257
H 5.527 1.341 -0.411 -0.21 -0.25 0.11 0.101
H 4.010 0.534 -0.908 0.08 0.21 0.24 0.104
H 4.454 0.606 0.822 0.01 0.21 -0.26 0.109
H 4.136 4.043 -1.391 0.18 -0.23 0.22 0.110
H 4.467 4.442 0.309 0.15 -0.27 -0.19 0.111
H 5.596 3.383 -0.599 -0.21 0.26 0.07 0.100
H 2.149 3.549 0.466 0.09 -0.15 0.03 0.175
```
Positions in Å, forces in eV/Å.

Summary:
- highest occupied orbital energy (spin up / spin down) (Eh) = -0.4911 / -0.4929
- charge = +2
- <S²> = 9.35
- LUMO energy (spin up / spin down) (eV) = -5.2 / -5.2
- HOMO-LUMO gap (spin up / spin down) (eV) = 8.12 / 8.21
- 2S+1 = 6


Record 3
Below is an isolated molecule of C9H10N4O2 at a distorted geometry, with properties calculated with wB97M-V/def2-TZVPD.

Geometry as XYZ:
```
25
Properties=species:S:1:pos:R:3:forces:R:3:lowdin_charge:R:1
C 1.894 1.041 0.431 1.32 -3.11 -1.44 0.054
C -2.292 0.971 0.108 0.11 -0.04 0.02 -0.011
C 1.230 -0.028 -0.306 2.14 1.15 -0.29 -0.270
C -0.196 -0.065 -0.388 -0.89 -0.64 -0.50 0.040
C -2.869 -0.284 -0.184 0.76 -1.04 -0.18 -0.273
C 3.203 0.776 0.171 -0.14 0.94 -0.55 -0.341
C -4.396 -0.410 -0.121 0.34 0.58 1.42 -0.013
C 4.403 1.579 0.497 -0.14 -0.55 0.55 -0.002
C -0.143 -2.472 -0.493 2.57 -3.54 2.63 -0.069
N 2.132 -0.729 -1.014 -1.66 0.01 0.86 0.089
N -2.141 -1.324 -0.476 -2.64 0.34 -0.03 0.115
N -2.365 2.077 0.449 -0.53 -3.59 -1.05 -0.126
N -0.768 -1.224 -0.522 -0.97 2.62 -0.15 -0.215
O -2.324 3.179 0.780 0.36 4.54 1.33 0.065
O 3.353 -0.244 -0.679 0.03 0.55 -0.03 0.016
H 1.569 1.717 1.146 -0.96 1.18 0.81 0.100
H -5.011 0.519 -0.139 1.07 -0.31 -0.10 0.095
H -4.663 -0.992 -0.946 -0.67 -1.07 -1.21 0.050
H -4.709 -0.932 0.804 0.36 0.09 -0.45 0.092
H 5.283 1.282 -0.105 -0.54 0.43 0.43 0.102
H 4.100 2.623 0.431 0.50 0.07 -0.33 0.090
H 4.542 1.389 1.558 0.76 0.10 0.18 0.086
H 0.872 -2.438 -1.021 -1.91 -0.39 0.64 0.092
H 0.067 -2.599 0.656 0.23 -0.09 -1.86 0.129
H -0.770 -3.412 -0.638 0.50 1.78 -0.70 0.106
```
Positions in Å, forces in eV/Å.

Summary:
- highest occupied orbital energy (Eh) = -0.2889
- charge = 0
- LUMO energy (eV) = -0.5
- HOMO-LUMO gap (eV) = 7.38